w.
Density functional theory data (ωB97M-V/def2-TZVPD) for an isolated molecule of F2HPS.

Results
SMILES: FP(F)S
Kohn-Sham gap: 0.3607 Ha
LUMO: -0.13 eV
Multiplicity: 1

Each line ends with the Löwdin charge.
CARTESIAN COORDINATES (ANGSTROEM)
F: -0.595 1.376 1.089  -0.3519
P: -1.068 0.142 0.146  0.5488
F: -0.993 0.980 -1.189  -0.3470
S: 0.877 -0.739 -0.379  0.2372
H: 1.778 -1.759 0.333  -0.0871



x.
Density functional theory data (ωB97M-V/def2-TZVPD) for a cluster of 2 separate species, F2HPS in total.

Results
Kohn-Sham gap (alpha / beta): 0.2574 / 0.3886 Ha
LUMO (alpha / beta): -3.64 / -0.38 eV
Multiplicity: 1

Each line ends with the Löwdin charge.
CARTESIAN COORDINATES (ANGSTROEM)
F: 0.763 1.169 -0.165  -0.3865
F: 1.030 -1.062 0.699  -0.3927
P: -0.259 -0.093 0.199  0.3556
S: -0.911 0.462 1.950  0.3607
H: -0.624 -0.475 -2.683  0.0629



Most favorable first, least favorable last: w, x



w.
Density functional theory data (ωB97M-V/def2-TZVPD) for an isolated molecule of C21H28N2O4S.

Results
SMILES: CC[C@H](C)NC(=O)C[C@H](NS(=O)(=O)c1ccc(C)cc1)c1ccc(OC)cc1
Kohn-Sham gap: 0.3363 Ha
LUMO: 0.53 eV
Multiplicity: 1

Each line ends with the Löwdin charge.
CARTESIAN COORDINATES (ANGSTROEM)
C: -1.269 -2.485 -4.337  -0.0935
C: -0.665 -3.772 -3.785  -0.2118
C: 0.820 -3.619 -3.430  -0.3499
C: 1.518 -4.979 -3.361  -0.0527
N: 0.992 -2.910 -2.166  0.1078
C: 0.591 -3.382 -0.970  -0.5023
O: -0.002 -4.432 -0.801  0.0580
C: 0.922 -2.448 0.190  -0.0542
C: -0.324 -1.616 0.532  -0.2860
N: -0.889 -0.927 -0.626  -0.0652
S: -0.025 0.258 -1.419  0.6788
O: -0.683 0.408 -2.685  -0.2840
O: 1.391 -0.026 -1.457  -0.2997
C: -0.304 1.718 -0.438  -0.2825
C: -1.584 1.998 -0.004  -0.0514
C: -1.805 3.128 0.760  -0.0261
C: -0.757 3.986 1.083  -0.2673
C: -1.002 5.175 1.958  -0.0382
C: 0.517 3.698 0.607  -0.0356
C: 0.747 2.563 -0.152  -0.0539
C: -0.110 -0.567 1.597  -0.2067
C: 1.103 0.068 1.806  -0.0343
C: 1.223 1.107 2.715  -0.0110
C: 0.114 1.540 3.430  -0.2760
O: 0.107 2.581 4.307  -0.0879
C: 1.307 3.286 4.521  -0.0850
C: -1.104 0.885 3.247  0.0033
C: -1.208 -0.151 2.347  -0.0301
H: -0.829 -2.248 -5.303  0.0762
H: -1.095 -1.637 -3.678  0.0317
H: -2.342 -2.600 -4.473  0.0723
H: -0.765 -4.562 -4.533  0.1099
H: -1.198 -4.099 -2.892  0.1043
H: 1.307 -3.004 -4.193  0.1468
H: 2.559 -4.852 -3.073  0.0792
H: 1.025 -5.606 -2.624  0.0730
H: 1.479 -5.469 -4.330  0.0759
H: 1.389 -1.982 -2.197  0.1053
H: 1.752 -1.803 -0.084  0.0919
H: 1.185 -3.048 1.062  0.1381
H: -1.105 -2.308 0.873  0.1578
H: -1.315 -1.546 -1.300  0.1086
H: -2.385 1.324 -0.261  0.1212
H: -2.799 3.349 1.118  0.1207
H: -1.074 4.850 2.996  0.0795
H: -0.193 5.896 1.879  0.0794
H: -1.938 5.662 1.696  0.0823
H: 1.336 4.365 0.832  0.1149
H: 1.730 2.316 -0.520  0.1188
H: 1.977 -0.223 1.247  0.1140
H: 2.185 1.576 2.843  0.1106
H: 2.082 2.640 4.944  0.0975
H: 1.065 4.070 5.236  0.0956
H: 1.674 3.738 3.594  0.0866
H: -1.956 1.215 3.820  0.1224
H: -2.159 -0.642 2.209  0.1229



x.
Density functional theory data (ωB97M-V/def2-TZVPD) for an isolated molecule of C21H28N2O4S.

Results
SMILES: Cc1cccc(CS(=O)(=O)Cc2ccc(C(=O)NCCCN3CCCC3)o2)c1
Kohn-Sham gap: 0.3313 Ha
LUMO: 0.61 eV
Multiplicity: 1

Each line ends with the Löwdin charge.
CARTESIAN COORDINATES (ANGSTROEM)
C: 0.233 -3.080 -1.530  -0.0314
C: 1.510 -2.352 -1.249  -0.2629
C: 2.654 -3.060 -0.901  -0.0440
C: 3.845 -2.401 -0.662  -0.0623
C: 3.920 -1.024 -0.774  -0.0530
C: 2.781 -0.294 -1.094  -0.2643
C: 2.857 1.186 -1.233  -0.1534
S: 3.506 2.050 0.249  0.6805
O: 3.562 3.449 -0.082  -0.3260
O: 4.719 1.432 0.704  -0.3078
C: 2.246 1.884 1.590  -0.1148
C: 1.853 0.483 1.792  -0.3134
C: 2.560 -0.612 2.205  0.0078
C: 1.663 -1.700 2.168  0.0334
C: 0.462 -1.197 1.742  -0.1702
C: -0.840 -1.860 1.537  -0.4415
O: -0.971 -3.072 1.584  0.0571
N: -1.848 -0.992 1.326  0.0769
C: -3.183 -1.380 0.953  -0.1569
C: -3.472 -1.148 -0.545  -0.1424
C: -2.610 -0.038 -1.156  -0.2058
N: -2.544 1.145 -0.325  -0.2010
C: -1.496 2.080 -0.694  -0.1960
C: -1.821 3.293 0.167  -0.1661
C: -3.351 3.356 0.093  -0.1533
C: -3.778 1.918 -0.249  -0.1702
O: 0.580 0.135 1.506  0.0669
C: 1.587 -0.968 -1.325  -0.0042
H: 0.424 -3.956 -2.146  0.0846
H: -0.482 -2.441 -2.042  0.0703
H: -0.213 -3.422 -0.596  0.0677
H: 2.605 -4.136 -0.826  0.1158
H: 4.728 -2.964 -0.400  0.1065
H: 4.849 -0.508 -0.594  0.1052
H: 1.892 1.649 -1.427  0.0997
H: 3.563 1.488 -2.006  0.1200
H: 2.750 2.309 2.455  0.1200
H: 1.402 2.504 1.300  0.1049
H: 3.594 -0.626 2.482  0.1246
H: 1.862 -2.720 2.423  0.1265
H: -1.649 -0.009 1.197  0.1151
H: -3.882 -0.794 1.557  0.1151
H: -3.300 -2.436 1.202  0.1197
H: -4.529 -0.910 -0.663  0.1043
H: -3.271 -2.062 -1.105  0.1083
H: -1.588 -0.411 -1.262  0.0930
H: -2.990 0.193 -2.168  0.1267
H: -0.517 1.647 -0.471  0.0932
H: -1.530 2.344 -1.765  0.1306
H: -1.344 4.203 -0.191  0.1092
H: -1.500 3.107 1.193  0.1077
H: -3.785 3.696 1.031  0.1046
H: -3.667 4.042 -0.692  0.1060
H: -4.426 1.488 0.518  0.1128
H: -4.323 1.894 -1.206  0.1191
H: 0.706 -0.400 -1.597  0.1069



Most favorable first, least favorable last: w, x



w.
Density functional theory data (ωB97M-V/def2-TZVPD) for an isolated molecule of C6H7Cl.

Results
SMILES: CC1=CC=C(Cl)C1
Kohn-Sham gap: 0.3446 Ha
LUMO: 0.97 eV
Multiplicity: 1

Each line ends with the Löwdin charge.
CARTESIAN COORDINATES (ANGSTROEM)
C: 1.069 0.344 1.005  -0.0578
C: -0.019 -0.063 0.037  -0.3057
C: -1.313 -0.058 0.286  -0.0986
C: -2.088 -0.361 -0.896  -0.1438
C: -1.354 -0.520 -1.979  -0.6949
Cl: -1.744 -0.978 -3.596  0.6478
C: 0.078 -0.362 -1.427  -0.1571
H: 0.878 1.363 1.532  0.1062
H: 2.084 0.396 0.646  0.0544
H: 1.038 -0.461 1.815  0.0959
H: -1.794 0.240 1.275  0.1379
H: -3.226 -0.410 -0.635  0.1425
H: 0.536 0.446 -2.029  0.1332
H: 0.648 -1.312 -1.572  0.1399



x.
Density functional theory data (ωB97M-V/def2-TZVPD) for an isolated molecule of C6H7Cl.

Results
SMILES: C=C(Cl)C#CCC
Kohn-Sham gap: 0.3637 Ha
LUMO: 0.82 eV
Multiplicity: 1

Each line ends with the Löwdin charge.
CARTESIAN COORDINATES (ANGSTROEM)
C: -2.738 1.182 -0.962  0.0023
C: -2.381 0.159 -0.174  -0.7230
Cl: -3.603 -0.820 0.609  0.6353
C: -0.969 -0.147 0.109  -0.0411
C: 0.158 -0.475 0.374  -0.0543
C: 1.484 -0.951 0.718  -0.2727
C: 2.424 0.022 0.099  -0.1378
H: -3.672 1.315 -1.377  0.0401
H: -1.998 1.772 -1.341  0.0392
H: 1.685 -1.017 1.757  0.1004
H: 1.604 -1.918 0.121  0.1421
H: 3.230 -0.537 -0.368  0.0641
H: 1.884 0.835 -0.543  0.1137
H: 2.892 0.579 0.980  0.0916



Most favorable first, least favorable last: w, x



w.
Density functional theory data (ωB97M-V/def2-TZVPD) for the ion C4H6ClN2O with charge +1.

Results
Kohn-Sham gap (alpha / beta): 0.2546 / 0.2546 Ha
Net charge: +1
LUMO (alpha / beta): -6.29 / -6.29 eV
Multiplicity: 1

Each line ends with the Löwdin charge.
CARTESIAN COORDINATES (ANGSTROEM)
C: 1.151 0.188 0.101  -0.1330
C: -0.100 0.981 -1.892  -0.3133
C: 0.184 -0.045 1.197  -0.1270
C: 0.278 -1.448 1.635  -0.5847
N: 0.894 0.686 -1.046  0.1009
N: -0.776 -0.044 -2.146  0.1204
O: -0.585 -2.343 1.316  0.2024
Cl: 1.770 -1.937 2.316  0.9281
H: 2.138 -0.126 0.289  0.0979
H: 0.059 2.008 -2.408  0.1623
H: 0.614 0.619 1.953  0.1488
H: -0.879 0.302 0.953  0.1793
H: -1.381 -0.107 -2.955  0.0631
H: -0.625 -3.206 1.695  0.1549



x.
Density functional theory data (ωB97M-V/def2-TZVPD) for the ion C4H6ClN2O with charge +1.

Results
SMILES: O[C@]1(Cl)CC=NC=[NH+]1
Kohn-Sham gap: 0.3544 Ha
Net charge: +1
LUMO: -5.76 eV
Multiplicity: 1

Each line ends with the Löwdin charge.
CARTESIAN COORDINATES (ANGSTROEM)
O: 0.384 1.080 -1.553  0.0631
C: 0.435 0.833 -0.292  -0.8390
Cl: 1.079 2.305 0.673  0.7004
C: 1.086 -0.478 0.196  -0.0773
C: 0.138 -1.577 -0.055  -0.0210
N: -1.034 -1.379 0.380  0.1517
C: -1.532 -0.215 0.746  -0.1020
N: -0.974 0.827 0.268  0.0909
H: 0.855 1.896 -1.886  0.1741
H: 1.170 -0.352 1.289  0.1454
H: 1.990 -0.491 -0.507  0.1745
H: 0.261 -2.475 -0.633  0.1479
H: -2.267 -0.359 1.544  0.1756
H: -1.543 1.704 0.007  0.2157



Most favorable first, least favorable last: x, w